The following is a quantum chemistry calculation of a structure of composition C32H92As4F24N7O7 at a distorted geometry, from the Open Molecules 2025 dataset.

```
166
Properties=species:S:1:pos:R:3:forces:R:3:mulliken_charge:R:1
C 8.0642 -3.5068 -1.7707 1.35 1.63 1.00 -1.205
C 8.3773 -2.3678 -0.6860 -1.62 -1.33 0.79 -0.528
N 9.1839 -2.8206 0.5532 0.81 0.28 -0.88 -0.196
C 10.6140 -3.1770 -0.0618 -1.25 0.24 1.74 -1.024
C 9.2320 -1.5320 1.4698 1.28 -2.13 1.08 -0.356
C 10.0830 -1.8991 2.7423 0.50 1.52 -0.35 -1.240
C 8.7013 -4.0771 1.3360 -0.31 1.10 -0.29 -0.749
C 7.4928 -3.7194 2.2565 0.98 -0.76 -0.37 -0.677
O 6.5199 -3.0006 1.6239 -2.15 0.74 -1.57 -0.339
C 5.5370 -3.8406 0.9846 0.64 -0.91 0.34 -0.844
H 8.9967 -3.6361 -2.3201 -0.35 -0.22 -0.43 0.386
H 7.2576 -3.1673 -2.4205 0.22 0.07 0.00 0.384
H 7.7801 -4.4726 -1.3529 -0.04 0.26 0.26 0.295
H 7.4440 -1.9761 -0.2815 -0.10 -0.31 0.01 0.443
H 8.9068 -1.4550 -0.9594 0.23 -0.50 -0.94 0.556
H 11.0012 -2.3019 -0.5837 0.04 -0.04 0.36 0.345
H 10.5680 -4.0202 -0.7510 -0.51 0.11 0.14 0.416
H 11.1589 -3.4964 0.8265 0.53 0.32 -0.41 0.502
H 8.2525 -1.1620 1.7730 -0.31 -0.78 -0.41 0.338
H 9.6508 -0.7401 0.8488 0.47 -0.20 0.22 0.531
H 9.9826 -1.1031 3.4801 -0.12 0.31 -0.16 0.400
H 11.1464 -1.8907 2.5030 -0.01 -0.15 -0.08 0.379
H 9.8923 -2.7808 3.3541 -0.46 -0.22 -0.72 0.321
H 9.4694 -4.4946 1.9869 0.43 0.60 -0.10 0.403
H 8.6147 -4.8421 0.5644 -0.79 0.06 0.11 0.605
H 7.7987 -3.0690 3.0759 0.36 -0.47 0.10 0.299
H 7.0951 -4.6603 2.6370 0.12 -0.13 0.36 0.546
H 6.0469 -4.6387 0.4451 0.18 -0.04 -0.31 0.334
H 4.8645 -3.3640 0.2713 0.30 0.63 0.41 0.304
H 4.9774 -4.3737 1.7533 -0.33 0.25 0.11 0.371
C -3.4552 1.1770 -7.7397 -0.03 -0.57 1.00 -1.377
C -3.0471 -0.0088 -6.7996 -0.12 -0.36 -1.51 0.187
C -3.2738 -1.4004 -7.4328 -2.06 -0.81 0.57 -0.851
O -3.1866 -2.4688 -6.4876 0.77 1.39 1.28 -0.242
C -3.4257 -3.7749 -6.9338 -0.20 -0.15 -1.92 -0.812
N -1.5974 0.0916 -6.5054 0.92 -0.88 1.71 -0.307
H -1.3701 -0.6706 -5.8829 -0.14 -1.15 0.30 0.372
H -0.9368 -0.0513 -7.2559 -0.01 0.67 -0.73 0.344
H -1.3402 0.8258 -5.8613 0.09 1.40 -0.39 0.320
H -3.0872 2.1209 -7.3377 0.30 -0.03 -0.01 0.463
H -4.5344 1.3284 -7.7640 0.01 -0.43 -0.08 0.379
H -3.0812 1.0219 -8.7517 0.00 0.00 0.05 0.364
H -3.5066 -0.0221 -5.8113 -0.28 0.27 -0.17 0.369
H -2.7339 -1.6678 -8.3411 0.42 0.50 -0.14 0.449
H -4.3370 -1.3644 -7.6701 -0.16 0.13 -0.69 0.413
H -4.2835 -3.8839 -7.5975 -0.89 0.49 0.42 0.344
H -3.5572 -4.4858 -6.1180 0.45 0.38 0.02 0.243
H -2.6811 -4.0319 -7.6872 0.85 -0.56 0.52 0.337
C -7.9121 -0.1616 -2.5625 -0.40 0.88 0.20 -1.400
C -8.4323 1.0216 -1.6307 0.33 -2.69 0.11 0.239
C -9.9595 1.0187 -1.5818 -2.03 0.90 -1.17 -0.735
O -10.5453 0.4200 -0.4781 -0.46 -1.37 0.52 -0.387
C -11.8812 -0.1898 -0.7208 0.73 1.30 0.93 -0.784
N -7.8149 0.5786 -0.2505 -1.04 0.97 -0.78 -0.329
H -7.9031 1.2195 0.5251 0.39 1.21 0.03 0.327
H -8.2928 -0.1988 0.1822 -0.33 -1.15 -0.58 0.335
H -6.8512 0.3716 -0.4711 0.45 -0.20 0.56 0.298
H -8.2443 -1.1211 -2.1662 -0.05 0.06 0.32 0.452
H -6.8273 -0.1977 -2.6628 0.06 0.19 0.12 0.424
H -8.3351 -0.1343 -3.5667 -0.03 0.45 0.08 0.359
H -8.0479 2.0181 -1.8485 0.18 -0.30 -0.02 0.381
H -10.4982 0.6346 -2.4481 1.17 -1.13 -0.77 0.431
H -10.3754 2.0083 -1.7709 0.48 1.00 1.01 0.435
H -12.2022 -0.4330 0.2920 -0.09 -0.22 -0.28 0.249
H -11.9377 -1.0493 -1.3888 0.74 -0.06 0.05 0.335
H -12.5474 0.5788 -1.1127 0.01 0.12 0.00 0.365
C 4.5378 4.8355 -4.3935 0.07 -1.89 1.09 -1.252
C 4.9407 4.1290 -2.9867 0.67 1.60 -0.13 0.073
C 5.1334 2.5856 -2.8989 1.24 1.02 1.02 -0.504
O 5.6425 2.1451 -1.5756 -1.79 1.13 -0.94 -0.334
C 4.5627 2.0597 -0.5839 0.44 -0.62 -0.43 -0.754
N 6.2461 4.8705 -2.4000 -0.42 -1.12 -0.17 -0.332
H 6.2215 5.8776 -2.4725 -0.41 0.44 -0.19 0.367
H 6.3935 4.6336 -1.4293 -0.44 -0.16 0.65 0.351
H 7.1308 4.5787 -2.7901 0.22 -0.27 -0.91 0.342
H 4.4943 5.9226 -4.4599 -0.16 -0.05 0.84 0.416
H 3.5567 4.4034 -4.5908 -0.23 0.40 -0.07 0.360
H 5.1356 4.5434 -5.2569 0.45 -0.39 0.35 0.358
H 4.2319 4.3357 -2.1848 -0.26 0.60 -0.39 0.212
H 5.9295 2.3494 -3.6051 -0.36 -0.68 -0.12 0.370
H 4.1431 2.1711 -3.0873 0.23 -0.36 -0.34 0.387
H 3.9523 2.9576 -0.4875 0.39 0.32 0.07 0.312
H 5.0305 1.7679 0.3565 0.04 0.38 -0.06 0.263
H 3.8495 1.2691 -0.8174 0.11 -0.18 -0.38 0.364
C -0.2392 0.0501 5.3657 0.95 0.16 0.96 -1.588
C -0.9825 -0.3933 6.6939 2.36 2.43 -2.72 0.040
C -0.7824 0.6467 7.8183 -0.84 -1.35 -0.62 -0.715
O -1.3774 1.8515 7.4486 -0.56 0.63 1.06 -0.227
C -1.7633 2.5973 8.6740 0.67 -0.66 -0.52 -0.833
N -2.4056 -0.5124 6.2608 1.29 -0.97 0.57 -0.159
H -2.8177 -1.0240 7.0280 -1.48 0.04 -0.21 0.356
H -2.8136 0.3684 5.9818 -0.45 0.87 0.74 0.325
H -2.3878 -1.0270 5.3918 -0.42 -0.83 -0.20 0.356
H -0.5863 0.9517 4.8610 -0.77 -0.25 0.08 0.453
H -0.0895 -0.7769 4.6716 -0.47 0.01 -0.12 0.472
H 0.7758 0.3557 5.6198 0.16 -0.20 0.32 0.387
H -0.5085 -1.3498 6.9140 -0.79 -0.17 0.46 0.326
H 0.2867 0.7287 8.0141 0.13 0.04 0.06 0.396
H -1.2647 0.1970 8.6862 -0.03 0.23 0.52 0.467
H -0.9576 2.4526 9.3938 0.17 0.40 0.01 0.370
H -2.6430 2.1638 9.1495 -0.26 0.03 -0.40 0.338
H -1.9033 3.6520 8.4368 -0.02 -0.31 -0.15 0.233
C -0.1404 7.9644 2.3159 -0.04 -1.01 1.10 -1.381
C 0.5243 6.6045 2.7076 0.06 0.37 0.17 0.139
C 1.1988 6.5000 4.1583 -0.66 0.16 -1.19 -0.717
O 1.6563 5.1845 4.3022 -0.02 0.23 -0.90 -0.253
C 2.2822 4.8265 5.5216 -0.02 0.50 -0.15 -0.759
N -0.5572 5.4710 2.5238 1.64 1.81 -0.04 -0.246
H -0.1491 4.5606 2.3668 0.17 -0.45 0.61 0.329
H -1.1632 5.5318 3.3295 -0.74 -0.53 0.08 0.331
H -1.0214 5.6987 1.6562 -0.87 0.11 -0.20 0.350
H 0.5799 8.7824 2.3239 0.04 -0.17 0.19 0.380
H -0.9239 8.1479 3.0512 -0.10 0.44 -0.11 0.400
H -0.5860 7.9414 1.3214 0.05 -0.21 -0.01 0.448
H 1.2331 6.4131 1.9020 0.36 -0.41 0.44 0.271
H 0.5502 6.7848 4.9867 -0.79 -0.12 -0.13 0.415
H 1.9927 7.2409 4.2526 0.39 0.03 -0.51 0.436
H 2.9715 4.0446 5.2030 -0.36 -0.41 0.76 0.232
H 1.5000 4.6205 6.2523 0.21 -0.77 0.11 0.271
H 2.8840 5.6094 5.9834 0.12 0.41 -0.37 0.351
C -1.5451 -8.2816 -0.2332 0.00 -0.68 -2.00 -1.443
C -0.4862 -7.2057 -0.6135 -1.05 -1.67 0.99 0.163
C -0.2510 -6.9246 -2.1093 0.81 -0.46 1.31 -0.633
O 1.0597 -6.3221 -2.1953 -2.30 -0.65 -0.59 -0.291
C 1.1690 -5.8229 -3.5141 2.09 1.50 -0.17 -0.752
N -0.9370 -6.0262 0.1474 1.01 1.16 0.67 -0.262
H -1.2673 -6.2796 1.0676 -0.39 -0.42 0.37 0.374
H -0.1144 -5.4725 0.3397 0.10 1.01 -0.26 0.353
H -1.6681 -5.4647 -0.2652 -0.34 0.38 -0.49 0.337
H -1.1273 -9.2757 -0.3923 -0.10 0.03 -0.49 0.337
H -2.3688 -8.0943 -0.9220 -0.20 -0.52 -0.20 0.408
H -2.0608 -8.4102 0.7184 0.71 1.05 0.61 0.466
H 0.4740 -7.4815 -0.1775 0.08 0.10 -0.11 0.288
H -0.9818 -6.2778 -2.5947 -0.30 0.10 0.34 0.389
H -0.2759 -7.8841 -2.6260 0.07 -0.13 -0.08 0.355
H 1.5865 -6.5017 -4.2579 -0.25 -0.55 0.25 0.311
H 1.9189 -5.0450 -3.3705 0.13 0.17 -0.50 0.266
H 0.3094 -5.3125 -3.9482 -0.46 -0.27 0.43 0.333
As -1.5834 6.1155 -4.1869 -1.86 -1.40 0.57 2.002
F -1.3922 5.5272 -2.4826 -0.38 0.96 -1.11 -0.525
F -3.0407 5.0276 -4.3318 0.80 1.63 0.45 -0.514
F -1.7424 6.4445 -5.9007 0.35 0.36 1.00 -0.460
F -0.0868 6.9940 -3.9646 -0.51 -0.35 -0.46 -0.474
F -0.7473 4.5889 -4.6450 0.55 0.90 0.10 -0.525
F -2.5415 7.6199 -3.7426 1.36 -2.43 -0.49 -0.501
As -6.7830 -4.5874 1.9357 -0.72 -0.60 -0.30 2.021
F -5.5487 -5.1186 3.0731 -0.55 0.39 -0.26 -0.481
F -8.1036 -5.3015 2.9600 1.62 1.38 -1.06 -0.484
F -8.0160 -4.0352 0.7147 1.68 -0.48 1.25 -0.498
F -5.3627 -3.9648 0.8976 -1.89 -0.70 0.89 -0.555
F -6.6931 -6.2276 1.1738 0.18 1.88 0.22 -0.495
F -6.8679 -2.9699 2.7449 0.03 -1.72 -0.91 -0.502
As -1.1978 -0.3140 -0.6637 -1.50 0.12 1.14 2.122
F -2.7848 0.5508 -0.9859 2.23 -1.20 0.13 -0.515
F -0.4234 0.3928 -2.0986 -0.38 -0.50 0.90 -0.508
F 0.3125 -1.2106 -0.1826 -1.27 0.54 -0.85 -0.543
F -1.9514 -0.9320 0.8938 0.77 0.07 -2.10 -0.542
F -1.7156 -1.6646 -1.7166 0.41 0.79 1.21 -0.516
F -0.6286 1.0186 0.3067 0.03 -0.03 -0.48 -0.501
As -5.8473 4.0400 4.1418 -0.22 0.76 -2.41 2.006
F -7.4250 3.9274 3.2337 1.71 -0.13 1.36 -0.509
F -6.5671 4.6949 5.6127 0.65 -0.73 -1.23 -0.462
F -4.1800 4.1630 4.7789 -0.88 -0.06 0.23 -0.514
F -5.0061 3.3977 2.6358 -0.95 0.42 1.31 -0.540
F -5.6794 5.6995 3.4567 0.00 -1.49 0.84 -0.497
F -6.0022 2.3787 4.7242 0.13 1.05 -0.18 -0.473
```
Positions in Å, forces in eV/Å.

Calculated values
Max |F| in eV/A: 4.34
LUMO level in Eh: -0.2199
Charge: +3